The following is a DFT calculation (ωB97M-V/def2-TZVPD) of a structure of composition C14H7BrNO7W.

## Properties
* HOMO-LUMO gap (spin up / spin down): 7.87 / 8.70 eV
* E: -3760.093579 Eh
* LUMO (spin up / spin down): -4.50 / -4.75 eV
* HOMO level (spin up / spin down): -12.36 / -13.45 eV
* multiplicity: 3
* net charge: +1

CARTESIAN COORDINATES (ANGSTROEM)
W 0.165457 0.081274 -1.433207
Br 2.332317 1.325206 -2.381400
O -0.610127 1.266588 -0.096958
O -1.707903 1.308256 1.872527
O 1.431771 -1.042998 -0.609523
O 3.189591 -1.629843 0.620429
O -0.486374 -0.846880 -3.014409
O -4.699492 -3.023500 0.541281
O -1.542894 -2.697634 -3.748920
N -1.568151 -0.892548 -0.791799
C 2.775663 0.707232 0.419613
C -3.684274 -2.277158 0.129460
C -1.355033 -1.895390 -2.898373
C 3.068662 1.053028 1.736252
C -3.192128 -1.186817 0.871406
C -2.065038 -1.862275 -1.558630
C 3.215568 2.382670 2.099152
C 2.549325 -0.751380 0.149716
C -1.477259 0.776372 0.837883
C -3.132170 -2.603881 -1.124934
C -2.119999 -0.504309 0.352137
C 2.679799 1.733169 -0.513977
C 3.088463 3.383532 1.147469
C 2.825844 3.062740 -0.176849
H -3.557355 -3.396917 -1.723619
H 3.431254 2.636867 3.127320
H -5.039679 -2.746628 1.403619
H 2.757100 3.832003 -0.932950
H 3.170257 0.260599 2.465246
H 3.202612 4.420754 1.429825
H -3.645807 -0.872134 1.802213

Atomic forces in eV per Å
-0.7577 -0.3343 -0.1416
-0.0736 0.0739 0.2750
0.1185 0.0385 -0.0817
-0.0243 -0.0539 -0.0464
0.3329 0.0642 0.2145
0.0547 0.0659 0.0003
0.1372 0.1392 0.0808
-0.0550 -0.0198 0.0202
-0.0531 0.0243 0.0611
0.4153 0.2562 -0.1713
0.0310 -0.1279 -0.0048
0.0644 0.0152 0.0430
-0.0928 -0.1878 -0.0887
0.0076 0.0994 -0.0337
0.0543 0.0619 -0.0600
-0.0196 0.0049 0.0900
-0.0030 -0.0210 -0.0295
-0.0112 -0.1198 -0.1001
-0.0795 0.0778 0.1836
-0.0051 0.0546 -0.0295
-0.1171 -0.0878 -0.0618
-0.0249 -0.0302 0.0455
0.0130 -0.0408 0.0551
0.0732 0.0223 -0.1445
0.0077 0.0000 -0.0174
-0.0022 0.0012 0.0036
0.0311 -0.0034 -0.0578
-0.0186 0.0156 0.0176
-0.0007 -0.0112 -0.0039
-0.0010 0.0117 -0.0172
-0.0012 0.0112 -0.0003